--- 1 ---
19
Properties=species:S:1:pos:R:3 method="wB97M-V/def2-TZVPD" charge=+1 e_homo_ev=-12.49
C 2.720 -0.915 0.969
C 2.044 -0.181 0.104
C -2.074 0.871 -0.175
C 2.521 0.854 -0.835
N -2.472 0.852 1.087
N -1.880 -0.273 -0.772
N -2.482 -1.324 -0.221
H 2.392 -1.904 1.400
H 3.758 -0.693 1.307
H 1.068 -0.476 -0.104
H 2.328 1.816 -0.535
H 2.209 0.532 -1.885
H 3.530 0.890 -0.988
H -1.923 1.782 -0.662
H -2.116 0.114 1.655
H -1.272 -0.298 -1.563
H -3.290 -1.184 0.365
H -2.835 1.716 1.500
H -2.227 -2.180 -0.648



--- 2 ---
19
Properties=species:S:1:pos:R:3 method="wB97M-V/def2-TZVPD" charge=+1 e_homo_ev=-12.66
C -1.068 0.516 -1.277
C -0.715 0.671 0.204
C 0.283 -0.260 0.745
C 1.100 -1.073 -0.005
N 1.652 -2.200 0.615
N 0.962 0.402 1.936
N -2.138 1.376 -1.745
H -0.150 0.658 -1.839
H -1.410 -0.522 -1.537
H -0.263 1.691 0.286
H -1.697 0.679 0.715
H 1.455 -0.620 -0.926
H 0.975 -2.935 0.424
H 2.586 -2.544 0.431
H 0.266 0.683 2.638
H 1.694 -0.208 2.321
H 1.442 1.207 1.527
H -2.998 0.836 -1.803
H -1.976 1.643 -2.712



The energy of each structure relative to the most stable one, in hartree, is as follows: 1 0.0083; 2 0.0000.



--- 1 ---
4
Properties=species:S:1:pos:R:3 method="wB97M-V/def2-TZVPD" charge=0 e_homo_ev="-7.72 / -7.67"
S 2.093 0.924 -0.074
S -3.203 -0.564 -0.071
Cl 2.715 -0.943 0.015
Cl -1.601 0.572 0.080



--- 2 ---
4
Properties=species:S:1:pos:R:3 method="wB97M-V/def2-TZVPD" charge=0 e_homo_ev="-8.54 / -8.53"
S -1.025 1.162 -1.482
S 1.997 -0.641 -0.106
Cl -1.785 0.302 0.046
Cl 0.813 -0.824 1.542



The energy of each structure relative to the most stable one, in hartree, is as follows: 1 0.0290; 2 0.0000.



--- 1 ---
10
Properties=species:S:1:pos:R:3 method="wB97M-V/def2-TZVPD" charge=0 e_homo_ev=-11.21
C 0.215 -0.854 -0.831
C 0.006 0.040 0.382
O 1.265 0.449 0.849
C -1.000 1.122 0.189
N -1.921 1.825 0.197
H 0.725 -0.324 -1.640
H -0.754 -1.213 -1.182
H 0.822 -1.720 -0.538
H -0.508 -0.542 1.154
H 1.151 1.217 1.420



--- 2 ---
10
Properties=species:S:1:pos:R:3 method="wB97M-V/def2-TZVPD" charge=0 e_homo_ev=-10.81
C -2.132 -1.305 -0.741
C 1.493 0.004 0.413
C 0.968 1.215 0.365
N -1.725 -0.249 -0.372
O -2.715 -2.242 -1.091
H 1.983 -0.440 -0.439
H -0.832 0.133 -0.134
H 1.010 1.819 -0.527
H 0.488 1.666 1.219
H 1.462 -0.600 1.306



--- 3 ---
10
Properties=species:S:1:pos:R:3 method="wB97M-V/def2-TZVPD" charge=0 e_homo_ev=-9.31
O 2.043 0.307 0.168
C 0.911 -0.006 -0.128
C -0.305 0.815 0.406
C -1.480 -0.068 0.450
N 0.550 -1.037 -0.923
H 0.028 1.355 1.299
H -0.483 1.549 -0.399
H -1.904 -0.062 1.469
H -0.443 -1.236 -1.005
H 1.256 -1.666 -1.271



--- 4 ---
10
Properties=species:S:1:pos:R:3 method="wB97M-V/def2-TZVPD" charge=0 e_homo_ev=-9.71
C 0.607 0.238 -0.169
C 1.898 0.406 0.391
C -1.661 -0.491 -0.033
N -0.270 -0.371 0.448
O 2.799 -0.100 -0.232
H 0.427 0.791 -1.174
H 2.178 0.971 1.280
H -1.855 -1.354 -0.647
H -2.248 -0.519 0.811
H -1.876 0.428 -0.674



The energy of each structure relative to the most stable one, in hartree, is as follows: 1 0.0000; 2 0.0058; 3 0.1011; 4 0.0445.